C42H76O24S5 | ωB97M-V with the def2-TZVPD basis set

Summary:
Lowest unoccupied orbital energy: -0.192 eV
Net charge: 0
M: 1125.4 u
Highest occupied orbital energy: -9.64 eV

Geometry (Å):
C  1.253  -2.549  2.562
C  0.917  -2.971  3.989
C  -0.150  -4.063  4.055
O  0.356  -4.869  5.133
C  1.682  -4.682  5.239
O  2.402  -5.373  5.887
O  2.059  -3.585  4.581
H  1.822  -3.322  2.041
H  1.880  -1.656  2.548
H  0.317  -2.393  2.029
H  0.620  -2.060  4.512
H  -0.175  -4.666  3.149
H  -1.139  -3.646  4.223
C  2.233  -2.615  -1.745
C  3.340  -3.430  -2.410
C  2.868  -4.820  -2.851
O  3.525  -4.997  -4.085
C  3.954  -3.835  -4.571
O  4.487  -3.682  -5.619
O  3.638  -2.844  -3.671
H  2.497  -1.561  -1.719
H  2.027  -3.049  -0.761
H  1.283  -2.776  -2.260
H  4.237  -3.475  -1.787
H  1.789  -4.860  -3.025
H  3.097  -5.562  -2.086
C  0.471  3.048  5.608
C  -0.362  2.180  4.667
C  0.323  0.892  4.180
O  -0.728  -0.057  4.200
C  -1.641  0.344  5.089
O  -2.453  -0.376  5.589
O  -1.419  1.605  5.454
H  0.060  4.050  5.718
H  1.502  3.224  5.287
H  0.543  2.534  6.566
H  -0.787  2.782  3.863
H  1.201  0.615  4.768
H  0.684  1.022  3.157
C  -4.027  -1.900  2.374
C  -5.375  -1.232  2.651
C  -5.291  -0.027  3.617
O  -6.140  0.935  2.975
C  -6.378  0.580  1.694
O  -6.897  1.249  0.865
O  -5.778  -0.599  1.447
H  -3.934  -2.506  1.481
H  -3.732  -2.527  3.222
H  -3.266  -1.118  2.456
H  -6.092  -1.978  2.999
H  -4.278  0.335  3.765
H  -5.831  -0.285  4.526
O  5.795  2.663  -0.501
S  4.772  2.770  0.530
O  3.675  3.734  0.383
C  4.054  1.160  0.906
C  4.470  0.697  2.306
C  5.762  1.482  2.640
C  5.614  2.919  2.149
H  4.424  0.506  0.113
H  2.983  1.204  0.726
H  3.727  0.974  3.059
H  4.606  -0.380  2.344
H  6.535  0.988  2.042
H  6.062  1.413  3.682
H  6.507  3.525  2.032
H  4.891  3.443  2.779
O  -4.261  -5.567  1.080
S  -2.845  -5.356  0.888
O  -2.104  -4.485  1.777
C  -1.957  -6.991  0.809
C  -1.709  -7.231  -0.698
C  -1.465  -5.877  -1.373
C  -2.534  -4.933  -0.866
H  -2.547  -7.718  1.352
H  -0.995  -6.715  1.239
H  -0.932  -7.980  -0.828
H  -2.631  -7.639  -1.123
H  -1.440  -5.913  -2.461
H  -0.479  -5.495  -1.080
H  -3.484  -5.182  -1.347
H  -2.437  -3.858  -1.006
O  -5.940  3.709  -1.031
S  -5.034  3.309  -2.085
O  -5.311  3.638  -3.473
C  -3.349  3.870  -1.689
C  -2.658  2.670  -1.077
C  -3.149  1.434  -1.835
C  -4.662  1.531  -1.999
H  -3.384  4.730  -1.022
H  -2.891  4.230  -2.611
H  -1.570  2.706  -1.058
H  -2.947  2.580  -0.027
H  -2.912  0.447  -1.439
H  -2.702  1.405  -2.835
H  -5.281  1.170  -1.176
H  -5.098  1.163  -2.926
O  2.143  2.450  -4.480
S  2.616  2.565  -3.107
O  3.266  1.452  -2.447
C  3.498  4.103  -2.976
C  2.395  5.154  -2.987
C  1.210  4.665  -2.088
C  1.209  3.132  -2.034
H  4.087  4.243  -3.883
H  4.114  4.065  -2.081
H  2.753  6.112  -2.617
H  1.977  5.281  -3.985
H  0.265  5.038  -2.480
H  1.383  5.122  -1.115
H  0.325  2.563  -2.307
H  1.466  2.885  -1.005
O  -1.581  -1.225  -4.315
S  -0.331  -0.480  -4.363
O  0.274  0.035  -3.138
C  1.006  -1.450  -5.191
C  1.095  -0.865  -6.615
C  -0.217  -0.147  -6.915
C  -0.438  0.733  -5.706
H  0.708  -2.497  -5.151
H  1.928  -1.269  -4.647
H  1.941  -0.181  -6.619
H  1.294  -1.659  -7.335
H  -1.071  -0.806  -7.067
H  -0.098  0.470  -7.808
H  -1.419  1.199  -5.589
H  0.311  1.505  -5.532
C  1.019  4.731  2.181
C  -0.180  5.290  1.466
C  -0.254  6.810  1.409
O  -1.048  4.578  1.016
H  1.860  5.189  1.645
H  1.100  3.649  2.150
H  1.031  5.116  3.202
H  0.265  7.230  2.269
H  -1.298  7.109  1.403
H  0.259  7.123  0.498
C  -1.391  -1.233  0.007
C  -0.855  0.060  0.564
C  0.517  0.460  0.103
O  -1.455  0.740  1.361
H  -0.848  -2.050  0.483
H  -1.283  -1.320  -1.079
H  -2.465  -1.361  0.131
H  0.461  0.653  -0.967
H  1.188  -0.407  0.139
H  0.906  1.236  0.756

Atom charges from the Löwdin analysis, given in e for atoms 1 to 6: C -0.008; C -0.300; C -0.074; O 0.079; C -0.588; O 0.160

H3NOS | ωB97M-V with the def2-TZVPD basis set

Summary:
Lowest unoccupied orbital energy: 0.376 eV
Net charge: 0
M: 65.1 u
Highest occupied orbital energy: -9.54 eV

Geometry (Å):
N  -0.668  -0.661  -0.342
O  1.360  1.028  1.185
S  0.177  0.926  0.271
H  -0.126  -1.475  -0.075
H  -1.643  -0.749  -0.124
H  0.900  0.931  -0.915

Charges computed using Löwdin, reported in e: N -0.236; O -0.614; S 0.858; H 0.013; H -0.004; H -0.017

C5H10N2S | ωB97M-V with the def2-TZVPD basis set

Summary:
Lowest unoccupied orbital energy: 0.863 eV
Net charge: 0
M: 130.2 u
Highest occupied orbital energy: -8.68 eV

Geometry (Å):
C  -3.237  -0.800  -0.162
N  -2.408  0.134  0.073
N  -1.110  -0.269  -0.157
C  -0.169  0.528  0.616
C  0.057  1.898  -0.054
C  1.458  1.391  -0.592
C  1.345  0.231  0.461
S  1.869  -1.423  0.008
H  -4.339  -0.626  -0.106
H  -2.873  -1.822  -0.440
H  -0.926  -1.279  -0.123
H  -0.514  0.596  1.684
H  -0.715  2.166  -0.778
H  0.175  2.746  0.678
H  1.393  1.097  -1.641
H  2.293  2.061  -0.443
H  1.890  0.589  1.336
H  1.616  -1.303  -1.322

Atom charges from the Löwdin analysis, given in e for atoms 1 to 6: C -0.075; N -0.038; N -0.085; C -0.372; C -0.129; C -0.160

C5H8 | ωB97M-V with the def2-TZVPD basis set

Summary:
Lowest unoccupied orbital energy: 1.272 eV
Net charge: 0
M: 68.1 u
Highest occupied orbital energy: -9.39 eV

Geometry (Å):
C  1.354  -0.917  -0.093
C  0.029  -0.384  0.429
C  -1.175  -0.425  -0.497
C  -1.381  0.893  -0.449
C  -0.178  1.167  0.426
H  2.182  -0.630  0.566
H  1.562  -0.525  -1.096
H  1.338  -2.011  -0.154
H  -0.183  -0.813  1.418
H  -1.675  -1.242  -1.011
H  -2.140  1.547  -0.869
H  0.634  1.712  -0.071
H  -0.367  1.629  1.402

Atom charges from the Löwdin analysis, given in e for atoms 1 to 6: C -0.084; C -0.366; C -0.068; C -0.084; C -0.152; H 0.074

Computed relative energy (zero: lowest compared OMol25 entry of this formula, charge and spin) (kcal/mol) in order:
35.2, 23.4, 59.7, 23.8